Record 1
Formula: C21H29AsF6NOSi2Ti
Source: the Open Molecules 2025 dataset
Level of theory: ωB97M-V/def2-TZVPD

XYZ file:
```
62
Properties=species:S:1:pos:R:3
Ti 0.4003 -0.4849 0.1936
C -0.6129 -4.3028 -1.6786
C 0.6120 -4.6215 -2.2549
C 1.6778 -3.7517 -2.1419
C 1.5196 -2.5474 -1.4630
N 0.3157 -2.2532 -0.9089
C -0.7146 -3.1116 -1.0032
C 2.6051 -1.5647 -1.2348
C 3.8453 -1.7009 -1.8569
C 4.8531 -0.7885 -1.5967
C 4.6384 0.2576 -0.7082
C 3.4041 0.4057 -0.0932
C 2.3748 -0.4908 -0.3551
H -1.4644 -4.9631 -1.7424
H 0.7395 -5.5579 -2.7813
H 2.6352 -4.0080 -2.5671
H -1.6319 -2.8095 -0.5162
H 4.0405 -2.5113 -2.5456
H 5.8115 -0.8979 -2.0847
H 5.4336 0.9616 -0.5030
H 3.2468 1.2356 0.5849
C -1.2969 -0.7107 3.9829
C -0.0711 -0.6386 3.0848
O -0.4098 -0.1753 1.8005
C 0.5190 -2.0544 2.9061
F -0.3424 -2.8154 2.2032
F 0.7846 -2.6796 4.0389
F 1.6539 -1.9966 2.1624
C 0.9854 0.3294 3.6672
F 1.9703 0.5938 2.7810
F 0.4226 1.4965 3.9910
F 1.5492 -0.1747 4.7663
H -2.0450 -1.3561 3.5268
H -1.7202 0.2836 4.1038
H -1.0318 -1.1059 4.9624
C -0.7962 4.5740 -1.1659
Si -0.4151 3.2000 0.0298
C 1.2153 3.4957 0.8768
C -1.7852 3.0046 1.2745
As -0.0885 1.2981 -1.3848
Si -2.3393 0.5487 -1.6992
C -3.3434 2.0149 -2.2563
C -2.2612 -0.7443 -3.0552
C -3.1556 -0.1647 -0.1644
H -0.7702 5.5268 -0.6298
H -1.7851 4.4687 -1.6089
H -0.0677 4.6235 -1.9750
H 1.1733 4.4509 1.4072
H 2.0290 3.5548 0.1515
H 1.4593 2.7260 1.6075
H -1.9259 3.9721 1.7658
H -1.5506 2.2656 2.0400
H -2.7353 2.7363 0.8119
H -2.8607 2.5636 -3.0649
H -3.5531 2.7140 -1.4473
H -4.3000 1.6348 -2.6260
H -2.5191 -0.2804 -4.0093
H -2.9793 -1.5484 -2.8788
H -1.2710 -1.1869 -3.1741
H -2.9125 0.3889 0.7426
H -2.9215 -1.2148 0.0261
H -4.2379 -0.1131 -0.3141
```

Summary:
Net charge: +1
Gap between HOMO and LUMO (alpha / beta) in eV: 7.108 / 7.107
HOMO level (alpha / beta) in eV: -11.214 / -11.214

Record 2
Formula: C21H29BF4N4RhS
Source: the Open Molecules 2025 dataset
Level of theory: ωB97M-V/def2-TZVPD

XYZ file:
```
61
Properties=species:S:1:pos:R:3
Rh -0.8504 -1.3959 -0.4153
N -1.5760 0.6501 -0.0548
C -1.7282 1.0459 1.3627
C -1.0746 0.0310 2.3006
N -1.3163 -1.3620 1.8949
C -2.6748 -1.9043 2.0791
C -3.5704 -1.6103 0.8800
N -2.8886 -1.9397 -0.3944
H -1.0525 1.3475 -0.5682
H -2.5032 0.6854 -0.4981
H -2.7878 1.1544 1.5845
H -1.2640 2.0147 1.5466
H -1.4355 0.2165 3.3175
H 0.0077 0.1736 2.2911
H -0.6547 -1.9513 2.3848
H -3.1399 -1.4889 2.9774
H -2.5739 -2.9817 2.2164
H -3.8506 -0.5618 0.8678
H -4.5001 -2.1713 0.9664
H -3.3712 -1.4194 -1.1398
H -3.0409 -2.9169 -0.6163
C 0.8909 4.0790 -0.3497
C 2.3947 3.8041 -0.4099
C 3.0550 4.3736 0.8576
C 2.9678 4.5144 -1.6491
C 2.7150 2.3219 -0.5007
C 4.0657 1.9013 -0.6274
C 4.4161 0.5620 -0.7051
C 3.4247 -0.3929 -0.6532
S 3.6237 -2.1158 -0.7161
C 1.8734 -2.2672 -0.5869
N 1.1874 -1.0344 -0.4920
C 2.0425 -0.0123 -0.5290
C 1.7324 1.3638 -0.4556
C 1.1628 -3.4399 -0.5658
C 1.7446 -4.7312 -0.7330
C 0.9669 -5.8511 -0.5873
C -0.3992 -5.7377 -0.3056
C -0.9922 -4.4742 -0.1624
C -0.2642 -3.3231 -0.3422
H 0.7208 5.1532 -0.2945
H 0.4347 3.6336 0.5381
H 0.3841 3.7095 -1.2442
H 2.8677 5.4453 0.9257
H 4.1347 4.2225 0.8452
H 2.6510 3.8959 1.7521
H 2.6906 5.5681 -1.6284
H 2.5741 4.0723 -2.5658
H 4.0559 4.4569 -1.6818
H 4.8552 2.6395 -0.6528
H 5.4526 0.2682 -0.7998
H 0.7031 1.6489 -0.3531
H 2.7995 -4.8045 -0.9662
H 1.4104 -6.8344 -0.6667
H -1.0075 -6.6242 -0.1948
H -2.0475 -4.4549 0.0833
F -5.4977 1.4074 -2.1176
B -4.7451 0.5930 -1.3338
F -3.5197 0.1953 -2.0123
F -4.2920 1.2493 -0.1412
F -5.3871 -0.5969 -0.9607
```

Summary:
Net charge: +1
<S²>: 6.05
Gap between HOMO and LUMO (alpha / beta) in eV: 6.536 / 5.699
Relative energy (zero: lowest compared OMol25 entry of this formula, charge and spin) in kcal per mole: 2.8
2S+1: 5
HOMO level (alpha / beta) in eV: -9.376 / -12.291

Calculated calculated total energy (Eh), listed in the same order as above: -5210.97456 -1969.62687
Calculated largest force on an atom (eV/A), listed in the same order as above: 1.0 1.1